(1)
Computed, not measured: a molecular structure, C39H32Cl2F5N6O2Se2Tc at a distorted geometry, with the ωB97M-V functional and the def2-TZVPD basis.

The lowest unoccupied orbital energy (alpha / beta) is -3.7194 / -4.9325 eV. The net charge is +1. The multiplicity is 4. As for the HOMO energy (alpha / beta): -10.1 / -10.2 eV.

```
89
Properties=species:S:1:pos:R:3:forces:R:3:mulliken_spin:R:1
Tc -0.318437 -0.248803 0.005918 1.0 -0.2 -0.2 2.05
Cl 3.035868 2.957409 5.086078 0.0 0.1 0.0 0.00
C 2.354986 1.726276 4.089297 0.1 -0.2 0.1 0.01
C 1.579059 2.095948 3.004540 -0.1 0.1 -0.2 -0.02
C 1.030679 1.121865 2.183951 0.0 0.0 -0.1 0.02
N 0.228680 1.342523 1.038094 -0.3 0.2 0.4 -0.01
C -0.372615 2.544253 0.732358 0.0 -0.4 0.1 -0.06
O -0.386741 3.558720 1.387899 0.1 0.2 0.0 0.02
C -1.062297 2.478671 -0.617354 0.0 -0.1 0.1 0.04
C -1.553603 3.622761 -1.207307 -0.1 0.1 0.0 0.00
C -2.108728 3.538965 -2.474127 0.0 -0.1 0.0 0.02
C -2.164315 2.297611 -3.093874 -0.1 0.1 -0.1 -0.01
C -1.694536 1.189802 -2.418915 0.0 -0.1 0.1 0.06
N -1.139132 1.265538 -1.200192 -0.5 0.7 -0.7 -0.08
C 1.256590 -0.239745 2.453379 -0.1 -0.1 0.0 0.04
C 2.044698 -0.599558 3.540665 -0.1 -0.2 -0.2 0.01
C 2.582277 0.380491 4.361229 0.0 0.1 -0.1 -0.01
Cl 3.522881 -0.102488 5.720949 0.0 0.0 0.0 0.00
N 0.575627 -1.117359 1.566272 0.2 -0.2 0.4 0.00
C 0.421490 -2.465341 1.784589 0.0 0.4 -0.1 -0.01
O 0.938196 -3.153210 2.634896 0.1 -0.1 0.1 0.04
C -0.570912 -3.055599 0.814019 0.1 0.1 -0.1 0.03
C -0.867600 -4.400633 0.832914 0.0 -0.1 0.1 0.00
C -1.788871 -4.899956 -0.073756 0.0 0.0 0.0 0.01
C -2.406489 -4.017404 -0.946265 0.0 -0.1 0.0 -0.01
C -2.057903 -2.681987 -0.904441 0.0 0.1 -0.1 0.02
N -1.137950 -2.203168 -0.057716 -0.5 -0.4 0.1 -0.09
H 1.395106 3.139014 2.812551 0.0 0.1 0.0 -0.01
H -1.481839 4.551772 -0.657074 0.0 0.0 0.0 0.00
H -2.487017 4.423472 -2.971075 0.0 0.0 0.0 0.00
H -2.570910 2.184266 -4.091466 0.0 0.0 0.1 0.00
H -1.763288 0.200447 -2.853364 0.1 0.0 0.0 -0.01
H 2.227318 -1.638704 3.756370 0.0 0.0 0.1 0.00
H -0.356593 -5.023924 1.554463 0.0 0.0 0.0 0.00
H -2.019766 -5.957008 -0.098798 0.0 0.0 0.0 0.00
H -3.149960 -4.354188 -1.657073 0.1 0.0 0.0 0.00
H -2.510152 -1.965982 -1.579553 0.0 0.0 0.0 0.00
C 5.164231 -2.953386 -3.127279 0.0 0.0 0.1 0.00
C 5.314133 -3.108206 -1.610546 -0.1 0.1 -0.1 0.00
C 4.066848 -2.716387 -0.809378 0.3 0.1 -0.1 0.00
C 3.886795 -1.219733 -0.567845 -0.1 -0.2 0.0 0.00
N 3.597402 -0.438612 -1.782270 -0.1 -0.1 0.2 0.03
C 2.422057 -0.412368 -2.429077 0.2 0.3 0.0 -0.01
Se 0.910919 -1.406865 -1.887193 -0.1 -0.2 -0.1 -0.08
N 2.532900 0.405335 -3.498035 0.0 0.0 0.2 0.04
C 1.524768 0.698162 -4.519862 0.1 -0.1 -0.2 0.02
C 1.930692 0.157332 -5.893205 0.1 -0.1 0.1 0.00
C 2.026433 -1.366210 -5.971367 -0.2 0.0 0.1 0.00
C 0.674632 -2.073031 -5.842127 0.2 0.0 -0.1 0.00
C 3.802972 0.978696 -3.486593 -0.1 -0.1 -0.1 0.01
C 4.380516 1.952008 -4.298333 0.0 0.0 -0.1 0.00
C 5.669950 2.336907 -3.986811 0.0 0.0 -0.1 0.00
C 6.369234 1.751995 -2.919483 0.0 0.0 0.0 0.00
C 5.792083 0.789711 -2.115048 0.1 -0.1 0.1 0.00
C 4.480683 0.429133 -2.405340 0.0 0.0 0.0 -0.01
H 6.049750 -3.332690 -3.638558 0.0 0.0 0.0 0.00
H 5.032694 -1.912344 -3.429039 0.0 0.0 0.0 0.00
H 4.303474 -3.526384 -3.484614 0.0 0.0 0.0 0.00
H 6.176558 -2.532573 -1.257309 0.0 -0.1 0.0 0.00
H 5.528188 -4.156453 -1.396831 0.1 0.0 0.0 0.00
H 4.114124 -3.173787 0.182104 0.0 0.0 0.0 0.00
H 3.180209 -3.115028 -1.301055 -0.1 -0.1 0.0 0.00
H 4.790801 -0.802699 -0.131394 0.0 0.1 0.0 0.00
H 3.069701 -1.052028 0.131807 -0.1 0.1 0.0 -0.01
H 1.399850 1.782157 -4.558297 0.0 0.0 0.1 0.00
H 0.593235 0.249242 -4.192031 -0.1 0.0 0.1 0.00
H 2.893813 0.589883 -6.174678 -0.1 0.0 -0.1 0.00
H 1.189948 0.508676 -6.616500 0.0 0.1 0.0 0.00
H 2.714287 -1.733417 -5.200662 0.0 0.0 -0.1 0.00
H 2.466692 -1.624230 -6.934972 0.1 0.0 0.0 0.00
H 0.285493 -2.020338 -4.826018 -0.1 0.0 0.1 0.00
H 0.774749 -3.129004 -6.097231 0.0 0.0 0.0 0.00
H -0.059279 -1.630900 -6.522701 0.0 -0.1 0.0 0.00
H 3.843775 2.388867 -5.132012 0.1 0.0 0.1 0.00
H 6.156619 3.099714 -4.584391 0.0 -0.1 0.0 0.00
H 7.387807 2.065698 -2.722447 -0.1 0.0 0.0 0.00
H 6.343428 0.335619 -1.299604 -0.1 0.1 0.0 0.00
F 7.327375 5.584131 0.203328 0.5 0.2 0.1 0.01
C 6.219055 4.976110 -0.133174 -0.3 -0.2 -0.1 0.10
C 5.378251 5.545935 -1.076070 0.0 0.0 0.0 -0.03
F 5.708127 6.695647 -1.644414 0.1 0.2 0.0 0.00
C 4.208909 4.905767 -1.418355 0.1 -0.2 0.1 0.06
F 3.433411 5.465651 -2.326930 -0.2 0.2 -0.2 0.01
C 3.845154 3.686236 -0.836078 -0.3 -0.1 0.0 -0.04
Se 2.209468 2.873862 -1.215156 0.3 0.1 -0.1 0.81
C 4.729654 3.127279 0.093002 -0.1 0.2 -0.2 0.04
F 4.462820 1.955001 0.639875 -0.1 -0.4 0.2 0.01
C 5.897178 3.759553 0.449119 0.0 0.0 0.0 -0.03
F 6.721427 3.208897 1.327431 0.1 -0.1 0.1 0.00
```
Positions in Å, forces in eV/Å.

(2)
Computed, not measured: 2 unconnected molecules or ions with the total composition C6H7N2O5S at a distorted geometry, with the ωB97M-V functional and the def2-TZVPD basis.

The lowest unoccupied orbital energy is 0.9619 eV. The net charge is -1. As for the HOMO energy: -2.1 eV.

```
21
Properties=species:S:1:pos:R:3:forces:R:3:nbo_charge:R:1
C 0.966371 -1.418597 1.863930 -0.5 -0.3 0.1 -0.08
C 0.642646 -0.768264 0.913417 0.1 0.2 0.2 -0.09
C 0.455898 0.074265 -0.248931 1.1 -0.8 0.3 -0.33
N -0.991484 0.149551 -0.556191 -0.1 0.7 -0.2 -0.24
C -1.716129 -0.519668 -1.491036 -0.3 -0.3 -0.2 -0.01
C -3.023031 -0.148715 -1.367297 0.6 -0.1 -0.1 -0.10
N -3.024623 0.771898 -0.355228 -0.5 0.2 -0.1 -0.01
O -4.167052 1.407992 0.057772 0.0 -0.1 0.2 -0.48
C -1.799660 0.949306 0.125384 0.3 -0.3 0.0 0.20
H 1.052771 -2.088357 2.683914 0.5 0.1 0.0 0.23
H 1.022180 -0.397876 -1.058274 0.1 0.3 -0.2 0.32
H 0.864826 1.067243 -0.056199 0.1 0.0 -0.2 0.29
H -1.302836 -1.217996 -2.197308 0.3 0.0 0.2 0.26
H -3.879086 -0.488329 -1.918147 -0.2 0.3 0.2 0.25
H -3.903439 2.307870 0.297150 0.0 0.0 -0.1 0.49
H -1.476929 1.601391 0.920190 -0.2 0.0 0.1 0.26
O 3.923242 -1.314971 1.523108 -0.1 0.1 -0.1 -1.12
S 4.077171 -0.256587 0.479603 -0.2 -0.1 0.2 2.56
O 5.500753 -0.065689 0.133942 -0.2 0.0 -0.1 -1.09
O 3.488212 1.023676 0.991634 -0.3 0.0 -0.1 -1.14
O 3.290195 -0.668142 -0.741438 -0.3 0.1 -0.1 -1.16
```
Positions in Å, forces in eV/Å.

(3)
Computed, not measured: a single C5H2O molecule, with the ωB97M-V functional and the def2-TZVPD basis.

The lowest unoccupied orbital energy is -0.5704 eV. Its structure (SMILES) is C#CC#CC=O. As for the HOMO energy: -10.2 eV.

```
8
Properties=species:S:1:pos:R:3:forces:R:3:nbo_charge:R:1
C -0.432793 -2.246776 -1.601752 0.4 0.2 0.1 -0.11
C 0.075999 -1.259881 -1.134262 -0.4 -0.6 0.1 -0.11
C 0.412870 -0.261414 -0.252638 -0.3 0.2 0.5 0.00
C 0.428058 0.499081 0.685597 0.1 -0.1 -0.6 -0.05
C 0.376183 1.483303 1.737887 -0.2 0.3 0.1 0.35
O -0.624176 2.120096 1.976325 0.5 -0.2 0.0 -0.47
H -0.862277 -3.169374 -1.910984 0.0 0.1 -0.3 0.24
H 1.318929 1.615804 2.291660 -0.1 0.1 0.1 0.14
```
Positions in Å, forces in eV/Å.

(4)
Computed, not measured: 2 unconnected molecules or ions with the total composition C2H4NO2P at a distorted geometry, with the ωB97M-V functional and the def2-TZVPD basis.

The lowest unoccupied orbital energy (alpha / beta) is -0.8919 / -1.0537 eV. As for the HOMO energy (alpha / beta): -9.1 / -9.4 eV.

```
10
Properties=species:S:1:pos:R:3:forces:R:3:nbo_charge:R:1
C 0.127069 0.666530 0.842342 -0.5 0.0 -1.0 -0.45
C 0.104558 0.502108 -0.663342 -0.9 -1.5 2.3 -0.20
N 0.760457 -0.598200 0.256327 1.5 2.7 -0.3 -0.61
O -0.928243 0.264554 -2.483867 0.2 -0.1 1.5 -0.38
O -1.475918 -1.432096 0.610252 -0.6 -0.2 0.2 -1.08
P -1.672768 0.056500 0.519637 0.8 0.5 -0.3 1.31
H 0.674165 1.465617 1.463361 -0.7 -1.6 -1.1 0.25
H 0.554376 1.108280 -1.385988 1.4 0.4 -0.6 0.26
H 1.806601 -0.650852 0.390926 -1.7 -0.1 -0.5 0.43
H 0.049702 -1.382440 0.450352 0.4 -0.1 -0.2 0.47
```
Positions in Å, forces in eV/Å.

Computed ΔE to the lowest compared entry with this formula, charge and spin (eV) in order:
2.2687 2.5815 0.2361 8.8533